Record 1
DFT (the ωB97M-V functional and the def2-TZVPD basis) results for a 3-piece molecular cluster, C27H27F8IN3O3S2 overall at a distorted geometry.

Last column: Löwdin charge in e.
Element x y z (Å)
C -2.4079 3.5489 4.3931  -0.072
C -2.6314 2.2306 3.4823  -0.242
O -1.8467 1.1245 3.9977  -0.199
C -0.4669 1.2113 3.6460  -0.178
C -0.0773 0.7231 2.1790  0.036
C 1.3856 0.9923 1.6569  -0.075
S 2.7275 1.7992 2.6182  0.840
O 2.4584 2.0191 4.0726  -0.280
O 3.9611 0.9103 2.5334  -0.292
C 3.0245 3.4904 1.8397  -0.305
F 2.4534 3.6097 0.5383  0.070
F 2.2820 4.4111 2.6560  0.054
C 4.5521 3.9765 1.9105  -0.332
F 4.5780 5.3159 1.4154  0.105
F 5.4471 3.2018 1.1551  0.115
F 4.9752 4.0784 3.2660  0.115
C 1.7634 0.5452 0.1933  0.025
C 3.1900 0.7955 -0.4827  -0.234
F 3.0575 1.4409 -1.7857  -0.051
C 4.0635 -0.5770 -0.5771  -0.160
C 5.6141 -0.3571 -0.1752  -0.096
C 0.6800 -0.1972 -0.6761  -0.082
C 0.9831 -0.7371 -2.1708  -0.255
N 0.3528 0.1349 -3.2278  -0.014
N -0.6436 -0.4241 -0.1577  -0.334
I -2.0848 -1.3563 -1.3526  1.218
C -1.0409 -0.0253 1.1940  -0.185
N -2.4154 -0.3729 1.5776  0.020
C -2.4547 -1.4710 2.2807  -0.638
S -2.5867 -2.7628 3.2880  0.801
H -1.7654 3.2063 5.2931  0.097
H -3.3712 4.0059 4.7913  0.085
H -1.7587 4.2708 3.7921  0.076
H -3.7381 1.9309 3.6354  0.134
H -2.4910 2.4047 2.3628  0.119
H -0.0652 2.2936 3.7500  0.136
H 0.1509 0.6030 4.4119  0.164
H 3.8624 1.5163 0.1185  0.108
H 4.0148 -1.0644 -1.6053  0.106
H 3.6357 -1.3137 0.1934  0.125
H 5.9049 -0.9606 0.7654  0.093
H 5.8844 0.7429 0.0235  0.073
H 6.2647 -0.6699 -1.0768  0.087
H 2.1158 -0.7234 -2.4012  0.107
H 0.6836 -1.8474 -2.2901  0.074
H -0.0179 1.0064 -2.8308  0.072
H 1.0670 0.3000 -3.9466  0.084
F -3.3593 1.2824 -2.1096  -0.061
C -4.7042 1.3245 -2.0530  -0.316
C -5.4206 1.7151 -3.1730  -0.013
C -6.8099 1.7533 -3.1156  -0.069
C -7.4660 1.4109 -1.9354  -0.084
C -6.7357 1.0250 -0.8153  -0.076
C -5.3466 0.9759 -0.8752  -0.038
H -4.8925 1.9859 -4.0800  0.120
H -7.3810 2.0501 -3.9886  0.111
H -8.5497 1.4454 -1.8903  0.107
H -7.2480 0.7626 0.1042  0.109
H -4.7618 0.6691 -0.0151  0.091
F 2.3710 -3.4483 -2.0579  0.036
C 1.7401 -4.6151 -2.2892  -0.288
C 2.3380 -5.5608 -3.1065  -0.010
C 1.6890 -6.7686 -3.3414  -0.067
C 0.4448 -7.0122 -2.7644  -0.084
C -0.1484 -6.0532 -1.9491  -0.078
C 0.5048 -4.8493 -1.7051  -0.036
H 3.3028 -5.3505 -3.5533  0.120
H 2.1515 -7.5189 -3.9733  0.112
H -0.0624 -7.9531 -2.9517  0.107
H -1.1192 -6.2430 -1.5036  0.107
H 0.0608 -4.0949 -1.0650  0.084

Maximum force (eV Å⁻¹): 6.99
Multiplicity: 1
HOMO-LUMO gap (eV): 6.24
Net charge: +1

Record 2
DFT (the ωB97M-V functional and the def2-TZVPD basis) results for a 16-piece molecular cluster, C51H141N7O16 overall at a distorted geometry.

Last column: Löwdin charge in e.
Element x y z (Å)
C 8.2238 13.4776 21.4249  -0.032
C 9.6188 14.0672 21.0558  -0.501
C 9.7059 15.5489 21.3710  -0.057
O 10.6420 13.3981 21.7217  -0.080
H 7.4792 14.1618 21.0221  0.077
H 8.1016 13.5307 22.4891  0.070
H 8.0541 12.5028 20.9984  0.073
H 9.7606 13.8868 19.9799  0.119
H 9.0336 16.0994 20.7360  0.072
H 10.6733 16.0096 21.1898  0.032
H 9.4286 15.7465 22.4567  0.111
H 10.5510 13.5181 22.6861  0.071
C 19.7973 16.8379 16.7362  -0.043
C 19.0792 16.2826 17.9718  -0.501
C 17.5669 16.3534 17.7130  -0.063
O 19.4611 14.9496 18.1268  -0.060
H 19.4812 17.8950 16.5876  0.085
H 19.3086 16.2451 15.9285  0.080
H 20.8953 16.7797 16.7215  0.087
H 19.2797 16.7758 18.9230  0.133
H 17.3840 15.9112 16.7053  0.067
H 17.2697 17.4015 17.6814  0.055
H 16.9324 15.8405 18.4687  0.086
H 19.5527 14.5644 17.2430  0.075
C 11.3165 20.1966 14.9547  -0.055
C 9.8805 20.5684 14.5932  -0.465
C 9.8259 22.0565 14.2247  -0.036
O 9.5485 19.7411 13.4902  -0.059
H 12.0316 20.3663 14.1237  0.077
H 11.5322 19.1627 15.3150  0.068
H 11.6838 20.8793 15.7292  0.068
H 9.2037 20.3257 15.4314  0.130
H 10.2436 22.6796 15.0179  0.083
H 8.8167 22.3862 14.0131  0.076
H 10.4376 22.1729 13.3558  0.070
H 8.6276 19.9131 13.2791  0.101
C 18.6922 21.2995 12.4984  -0.036
C 18.7735 22.3230 13.6925  -0.490
C 18.1372 21.7085 14.9447  -0.060
O 20.1194 22.6495 13.9221  -0.047
H 19.1664 21.8080 11.6377  0.086
H 17.6325 21.1392 12.3016  0.052
H 19.1963 20.3773 12.7597  0.071
H 18.1497 23.1545 13.3224  0.121
H 17.1460 21.2696 14.7254  0.079
H 18.0597 22.4981 15.7069  0.069
H 18.7611 20.9525 15.4078  0.077
H 20.1359 23.3128 14.6463  0.107
C 17.2027 9.8643 16.5004  -0.072
C 16.9485 11.3411 16.5465  -0.501
C 18.1486 12.1135 17.0809  -0.054
O 16.7292 11.8953 15.2640  -0.053
H 16.3924 9.3231 15.9765  0.087
H 17.2559 9.4941 17.5577  0.096
H 18.1823 9.5666 16.0819  0.090
H 16.0563 11.5053 17.1909  0.126
H 17.8718 13.0740 17.5197  0.055
H 18.9147 12.2431 16.3318  0.083
H 18.6209 11.6475 17.9484  0.086
H 16.5743 11.2295 14.6016  0.081
C 15.1024 21.3751 18.7833  -0.074
C 16.2256 22.2020 18.0910  -0.284
O 16.2871 23.5433 18.5977  -0.092
H 15.1626 21.4647 19.9014  0.081
H 15.1576 20.3179 18.4775  0.048
H 14.0451 21.6852 18.5778  0.076
H 16.2638 22.1831 16.9913  0.064
H 17.1896 21.7319 18.4372  0.106
H 15.6254 23.5620 19.2869  0.069
C 9.2954 17.4594 17.0884  -0.074
C 9.8835 16.1178 17.4768  -0.339
O 8.8664 15.1946 17.7724  -0.081
H 8.8267 17.3929 16.1112  0.075
H 10.0915 18.1775 16.9841  0.034
H 8.5584 17.8431 17.8140  0.089
H 10.5117 16.1877 18.3742  0.083
H 10.5086 15.7308 16.6633  0.085
H 9.1705 14.2727 17.6068  0.103
C 12.0546 15.3135 13.8228  -0.079
C 10.9732 16.3185 13.9705  -0.305
O 11.0607 17.1700 12.8160  -0.093
H 13.0331 15.7795 13.7232  0.062
H 11.8563 14.6457 12.9515  0.099
H 12.0973 14.6864 14.7207  0.070
H 11.1478 16.9120 14.8916  0.088
H 9.9818 15.8388 14.0637  0.123
H 10.5303 17.9626 12.8573  0.026
C 14.4675 18.4616 16.1783  -0.071
C 13.6062 18.3301 17.3682  -0.345
O 14.4375 18.0391 18.4921  -0.126
H 14.0464 18.2037 15.2208  0.065
H 15.2638 17.7186 16.3512  0.066
H 14.9023 19.4627 16.1541  0.068
H 12.8692 17.5020 17.2984  0.101
H 12.9898 19.2138 17.4692  0.083
H 13.7396 18.0507 19.2069  0.045
C 14.1219 22.2648 15.0689  -0.068
C 14.9266 23.4877 15.1315  -0.428
C 15.0315 24.1013 13.7240  -0.188
O 15.7336 23.1775 12.9233  -0.241
C 15.6747 23.5250 11.5813  -0.108
N 14.2616 24.5184 15.9860  0.055
H 14.1806 21.7432 16.0011  0.054
H 14.5280 21.5229 14.4052  0.066
H 13.0899 22.3673 14.7806  0.072
H 15.9310 23.2762 15.5097  0.100
H 15.5506 25.0815 13.7072  0.136
H 14.0495 24.2101 13.2744  0.122
H 16.2796 24.4349 11.4723  0.100
H 14.6391 23.6713 11.3292  0.086
H 16.1290 22.7046 11.0765  0.078
H 14.5179 24.1175 16.9107  0.057
H 14.8638 25.3398 16.0433  0.071
C 12.3717 16.1325 24.4688  -0.063
C 12.7698 14.9929 23.5796  -0.412
C 14.2791 15.0414 23.2449  -0.228
O 14.3969 16.0378 22.3129  -0.220
C 15.7153 16.5059 22.1650  -0.077
N 12.2691 13.6813 24.1190  0.044
H 12.8985 16.1346 25.4341  0.084
H 11.2898 16.1037 24.7025  0.085
H 12.5082 17.1379 24.0252  0.080
H 12.1724 15.0611 22.6436  0.100
H 14.7003 14.0609 22.8518  0.144
H 14.8449 15.2487 24.1138  0.107
H 16.3449 15.7289 21.6640  0.109
H 16.2257 16.8318 23.0553  0.093
H 15.5776 17.2926 21.4466  0.060
H 12.7561 13.5586 24.9905  0.065
H 12.6958 12.9553 23.5388  0.077
C 14.4362 13.2885 19.1620  -0.031
C 13.7531 14.5762 18.8252  -0.454
C 13.0084 14.4669 17.4991  -0.210
O 13.6490 13.7867 16.4478  -0.172
C 14.8009 14.4352 16.0118  -0.119
N 12.7324 15.0498 19.7240  0.081
H 15.0508 13.4374 20.0388  0.069
H 15.1440 13.0417 18.3392  0.061
H 13.7168 12.4495 19.2777  0.106
H 14.4886 15.3854 18.8129  0.122
H 12.5762 15.4351 17.2048  0.091
H 12.1012 13.8739 17.7843  0.138
H 14.5736 15.4360 15.5761  0.086
H 15.1922 13.8425 15.1776  0.080
H 15.5968 14.5447 16.7616  0.069
H 12.1383 14.2459 19.8993  0.064
H 13.1380 15.2616 20.6354  0.054
C 14.2612 14.2384 10.9479  -0.058
C 14.5755 15.7236 11.2758  -0.426
C 15.6943 15.7440 12.2522  -0.258
O 15.8121 17.0348 12.7826  -0.199
C 16.9499 17.1419 13.6388  -0.081
N 14.9021 16.5176 10.0955  0.054
H 13.3893 14.1433 10.2858  0.078
H 13.9966 13.6817 11.8757  0.071
H 15.1222 13.6931 10.5199  0.079
H 13.6580 16.1615 11.7168  0.126
H 16.6600 15.4538 11.7881  0.137
H 15.5200 14.9599 13.0107  0.112
H 17.8659 17.0798 13.0119  0.101
H 16.8428 16.3215 14.3422  0.069
H 16.9879 18.1046 14.0974  0.070
H 14.8968 17.5358 10.2054  0.058
H 15.8268 16.3474 9.7358  0.069
C 12.4446 20.1673 21.6748  -0.051
C 11.6330 19.1840 20.8746  -0.389
C 11.1330 19.9682 19.6645  -0.246
O 10.0121 20.7031 19.9696  -0.155
C 9.4075 21.1801 18.8276  -0.123
N 12.2865 17.9790 20.3774  0.068
H 11.9172 21.1040 21.8657  0.092
H 13.3715 20.5424 21.2464  0.060
H 12.7861 19.8094 22.6506  0.074
H 10.7401 19.0786 21.4523  0.129
H 10.9802 19.2965 18.7965  0.105
H 11.9036 20.6703 19.3226  0.117
H 8.4274 21.6625 19.0449  0.105
H 9.2461 20.3359 18.0945  0.082
H 10.0280 21.9068 18.3222  0.081
H 11.6835 17.2866 19.9371  0.045
H 12.7398 17.4743 21.1843  0.092
C 10.0636 19.6439 9.8100  -0.060
C 11.5710 19.4148 9.7315  -0.399
C 12.2884 19.7269 11.0283  -0.218
O 13.6446 19.4251 10.8858  -0.196
C 14.4115 19.8487 11.9645  -0.113
N 11.8581 17.9922 9.2975  0.069
H 9.6227 18.9149 10.4931  0.071
H 9.6375 19.5306 8.8359  0.067
H 9.6995 20.5818 10.1815  0.064
H 11.9590 20.0196 8.9116  0.131
H 11.8011 19.0584 11.7613  0.101
H 12.2379 20.8296 11.3258  0.147
H 15.4529 19.5507 11.7984  0.088
H 14.1005 19.2993 12.8677  0.084
H 14.3387 20.9263 12.1450  0.071
H 12.8410 17.8288 9.3643  0.018
H 11.5239 17.4490 10.0890  0.053
C 19.4057 22.1041 23.0963  -0.062
C 18.8318 21.7845 21.7116  -0.472
C 18.3072 20.3825 21.6243  -0.207
O 17.9931 20.1893 20.2494  -0.195
C 17.1058 19.0905 20.1416  -0.126
N 17.8009 22.6522 21.2578  0.065
H 20.2207 21.4193 23.2867  0.071
H 18.7307 22.0569 23.9783  0.089
H 19.7796 23.1065 23.0289  0.062
H 19.7538 21.8850 21.1011  0.146
H 17.3147 20.2846 22.0680  0.118
H 18.9156 19.5971 22.1430  0.141
H 17.5327 18.1483 20.5100  0.089
H 16.8409 19.0060 19.0909  0.065
H 16.1723 19.2905 20.6652  0.073
H 17.6137 22.4111 20.2953  0.036
H 18.1032 23.6167 21.3307  0.086

Maximum force (eV Å⁻¹): 2.95
Multiplicity: 1
HOMO-LUMO gap (eV): 9.16

no.,molar mass (u)
1,784.55
2,1108.72